C24H51F2HgN4O10S2 as an isolated structure in a non-equilibrium geometry. Source: the OMol25 dataset; level of theory: ωB97M-V/def2-TZVPD.

Each line ends with the Löwdin charge.
Element x y z (Å)
Hg: 0.09 30.18 -0.88  1.394
S: -2.88 29.32 -2.72  0.496
S: -2.68 28.16 -0.54  0.492
F: -1.49 27.73 0.49  -0.208
F: -2.13 30.56 -3.37  -0.184
O: -5.99 30.62 -5.10  -0.050
O: -2.85 26.88 -1.15  -0.217
O: 0.96 28.95 0.81  -0.190
O: -2.64 33.31 -0.77  -0.101
O: 1.54 28.93 -2.21  -0.171
O: -3.63 28.63 0.38  -0.195
O: -3.04 30.71 4.91  -0.073
O: -7.35 31.55 1.73  -0.082
O: -4.15 29.87 -2.47  -0.180
O: -2.69 28.30 -3.67  -0.225
N: -1.80 29.17 -1.44  -0.378
N: -1.95 25.46 -3.72  0.004
N: -0.75 29.54 -5.85  -0.016
N: -2.57 33.58 -3.96  -0.002
C: -2.59 25.39 -4.94  -0.130
C: -3.31 35.64 -3.81  -0.093
C: 1.65 27.04 -3.83  -0.047
C: -3.95 31.01 -6.33  -0.076
C: 0.50 29.57 -7.67  -0.088
C: -7.76 30.28 1.29  -0.330
C: -3.24 30.03 3.66  -0.330
C: -0.89 24.59 -3.70  -0.154
C: 1.25 27.58 1.25  -0.234
C: -4.96 33.24 0.02  -0.060
C: -0.31 28.78 -6.90  -0.116
C: -4.37 34.75 -3.50  -0.101
C: -4.72 30.02 3.34  -0.085
C: -2.18 34.90 -4.03  -0.113
C: -5.07 30.01 -5.97  -0.311
C: 0.81 28.12 -3.22  -0.261
C: -3.90 33.46 -3.69  -0.158
C: 0.62 30.84 -7.03  -0.090
C: -0.18 30.80 -5.93  -0.160
C: -7.13 30.02 -0.06  -0.088
C: -3.58 32.63 0.07  -0.309
C: 1.46 26.68 0.10  -0.078
C: -1.95 24.43 -5.69  -0.097
C: -0.86 23.95 -4.92  -0.105
H: -2.28 26.03 -2.96  0.075
H: -5.22 29.64 4.23  0.088
H: -1.38 29.30 -5.11  0.072
H: -3.17 33.79 -1.42  0.041
H: -3.59 31.52 -5.44  0.031
H: 0.42 28.82 -3.96  0.089
H: -7.47 29.49 2.00  0.103
H: -4.31 31.72 -7.08  0.083
H: 2.31 26.94 -0.53  0.082
H: 0.99 29.55 1.57  0.108
H: -3.20 32.60 1.10  0.105
H: -2.88 29.00 3.76  0.109
H: 1.87 26.24 -3.11  0.078
H: -5.03 29.42 2.49  0.055
H: -5.27 33.60 -0.96  0.071
H: -3.64 31.56 -0.20  0.077
H: -0.17 23.16 -5.16  0.092
H: -4.35 32.50 -3.51  0.098
H: -0.31 24.44 -2.81  0.102
H: -3.45 36.71 -3.79  0.099
H: -1.21 35.19 -4.39  0.107
H: 2.15 27.63 1.87  0.134
H: -6.07 30.27 -0.04  0.048
H: -0.10 27.70 -2.79  0.087
H: 0.47 27.23 1.92  0.123
H: -7.77 31.76 2.57  0.095
H: 1.72 25.69 0.49  0.107
H: -5.38 35.08 -3.35  0.102
H: -1.96 32.79 -3.92  0.098
H: -7.15 28.94 -0.24  0.082
H: 1.00 29.32 -8.60  0.097
H: -3.49 25.95 -5.11  0.106
H: -5.08 34.07 0.72  0.089
H: -2.69 30.54 2.85  0.091
H: 1.14 26.57 -4.67  0.089
H: 2.60 27.42 -4.22  0.093
H: -5.47 29.69 -6.93  0.115
H: -5.73 32.52 0.30  0.044
H: -3.09 30.56 -6.83  0.063
H: -2.27 24.08 -6.66  0.094
H: 2.37 29.12 -2.67  0.118
H: -7.65 30.48 -0.90  0.081
H: -5.05 31.04 3.15  0.074
H: -0.67 27.76 -6.95  0.113
H: 1.23 31.68 -7.30  0.096
H: 0.56 26.49 -0.48  0.076
H: -0.33 31.51 -5.13  0.087
H: -2.25 30.32 5.30  0.076
H: -4.53 29.14 -5.58  0.093
H: -8.84 30.11 1.17  0.115
H: -5.63 30.50 -4.22  0.048

- Highest occupied orbital energy: -10.39 eV
- M: 858.41 u
- Energy above the lowest of the compared OMol25 structures with the same formula, charge and spin: 0.0 kcal/mol
- Calculated total energy: -3065.54415 Ha
- Frontier orbital gap: 0.100 Eh
- Net charge: +1

***

A 9-piece molecular cluster, C24H51N3O6S6 overall in a non-equilibrium geometry. Source: the OMol25 dataset; level of theory: ωB97M-V/def2-TZVPD.

Each line ends with the Löwdin spin population.
Element x y z (Å)
S: -2.10 -4.24 1.42  0.000
S: 1.11 -3.00 -1.79  0.002
S: 0.99 6.01 -4.15  0.000
S: 2.19 7.71 -0.37  0.000
S: 0.89 -0.57 4.58  0.000
S: -4.63 0.83 1.53  0.001
O: 0.55 6.88 -5.30  0.000
O: -4.41 0.06 2.80  0.001
O: -1.14 -3.15 1.88  0.000
O: 0.48 0.68 3.80  0.000
O: 0.90 8.47 -0.53  0.000
O: 0.51 -2.69 -3.17  0.000
N: 1.58 -3.41 1.98  0.000
N: 0.07 0.91 1.02  0.042
N: -2.51 -2.21 -3.50  0.000
C: -0.08 0.29 -1.10  0.181
C: 2.66 -2.03 -1.83  0.003
C: 3.69 -2.78 1.93  0.001
C: 3.21 8.34 1.05  0.000
C: -0.19 -0.15 0.24  0.328
C: -1.22 -5.80 0.91  0.000
C: -3.27 -1.34 -2.97  0.002
C: 3.65 -3.98 2.51  0.001
C: -3.22 -3.33 -3.57  0.002
C: 1.86 -4.71 -1.95  0.001
C: -4.53 -3.26 -3.09  0.001
C: 2.37 -4.38 2.71  0.002
C: -4.33 -0.31 0.12  0.001
C: 1.55 0.04 6.16  0.000
C: 2.83 5.93 -4.36  0.000
C: 0.29 1.97 0.20  0.324
C: -3.06 1.81 1.44  0.002
C: 1.90 6.03 0.37  0.000
C: 0.57 4.27 -4.52  0.000
C: -2.60 -3.71 -0.27  0.000
C: -4.58 -1.89 -2.71  0.001
C: 0.12 1.63 -1.11  0.069
C: 2.43 -2.33 1.81  0.003
C: -0.67 -1.34 5.37  0.000
H: 4.57 -4.51 2.72  0.000
H: 2.01 -1.38 1.52  0.001
H: 2.79 5.53 0.76  0.000
H: 0.58 -3.53 1.88  0.000
H: -2.93 -0.33 -2.79  0.000
H: 2.32 -1.02 -1.61  0.002
H: 1.17 -5.56 -1.84  0.000
H: -1.55 -2.08 -3.80  0.000
H: 2.46 0.62 6.06  0.000
H: 2.50 8.45 1.87  0.000
H: -0.71 -2.37 5.71  0.000
H: 2.99 5.32 -5.25  0.000
H: -4.58 0.19 -0.82  0.000
H: 3.33 -2.13 -0.97  0.000
H: 0.76 0.68 6.55  0.000
H: -0.48 3.99 -4.42  0.000
H: -2.82 -4.22 -4.05  0.000
H: -3.47 -3.07 -0.15  0.000
H: -5.26 -4.05 -3.02  0.000
H: 0.22 2.28 -1.96  -0.001
H: 3.31 6.89 -4.55  0.000
H: 3.80 7.52 1.47  0.000
H: -0.17 -0.33 -1.98  0.005
H: 1.63 -0.80 6.86  0.000
H: 3.81 9.20 0.75  0.000
H: -3.40 -0.87 0.12  0.001
H: -2.24 1.43 2.05  0.000
H: -5.37 -1.41 -2.16  0.000
H: -1.97 -6.58 0.76  0.000
H: -5.16 -1.01 0.05  0.000
H: -2.66 1.86 0.42  0.001
H: -1.74 -3.09 -0.52  0.000
H: 1.94 -5.31 3.06  0.000
H: 3.17 -1.99 -2.79  0.000
H: 0.83 4.00 -5.54  0.000
H: 1.06 3.54 -3.86  0.000
H: 4.52 -2.09 1.85  0.000
H: -1.55 -1.16 4.75  0.000
H: 2.35 -4.90 -2.90  0.000
H: 3.28 5.64 -3.41  0.000
H: -0.08 0.99 2.02  -0.001
H: -1.08 -0.76 6.19  0.000
H: 1.23 5.40 -0.22  0.000
H: 1.24 6.21 1.21  0.000
H: -0.70 -5.74 -0.05  0.000
H: -3.40 2.80 1.73  0.000
H: -0.58 -6.11 1.73  0.000
H: 2.60 -4.74 -1.15  0.000
H: -2.67 -4.41 -1.10  0.000
H: 0.64 2.89 0.64  0.012
H: -0.42 -1.12 0.66  0.011

- Highest occupied orbital energy (spin up / spin down): -10.32 / -10.30 eV
- M: 670.09 u
- ⟨S²⟩: 0.762
- Calculated total energy: -3949.28026 Ha
- Frontier orbital gap (spin up / spin down): 0.278 / 0.124 Eh
- Net charge: +1
- Multiplicity: 2

***

A 8-piece molecular cluster, C24H51N8O8P overall in a non-equilibrium geometry. Source: the OMol25 dataset; level of theory: ωB97M-V/def2-TZVPD.

Each line ends with the Löwdin charge.
Element x y z (Å)
P: -0.21 -2.80 -6.26  0.861
O: 0.07 1.76 6.53  -0.015
O: -3.90 -5.60 0.72  0.002
O: 3.24 2.97 1.68  -0.003
O: 0.24 -1.47 0.98  -0.005
O: -1.80 2.89 2.19  -0.003
O: 1.14 -4.78 -4.18  -0.037
O: 5.76 7.18 0.40  -0.005
O: -1.04 -2.67 -4.70  -0.387
N: -1.81 -1.87 -0.01  -0.192
N: 2.46 5.08 1.10  -0.198
N: -2.12 -0.16 -4.29  0.119
N: 1.73 -6.91 -4.86  -0.207
N: -4.06 -6.50 2.84  -0.209
N: -3.71 1.58 2.19  -0.199
N: 5.59 8.69 -1.35  -0.208
N: 0.66 0.85 4.48  -0.194
C: 1.06 -0.32 3.73  -0.058
C: 0.37 -7.41 -4.78  -0.047
C: 1.21 4.57 0.59  -0.044
C: 5.47 8.29 -0.03  -0.331
C: 3.39 4.19 1.61  -0.316
C: -4.55 -7.58 3.68  -0.066
C: -4.94 1.22 1.52  -0.063
C: -0.89 -1.93 1.02  -0.322
C: 5.22 10.02 -1.78  -0.067
C: -3.13 -2.44 0.10  -0.062
C: 0.51 2.11 3.78  -0.061
C: -0.94 -1.41 -7.42  -0.325
C: 2.78 -7.82 -5.27  -0.066
C: -4.28 -6.47 1.48  -0.318
C: 1.98 -5.60 -4.54  -0.320
C: -1.43 -1.24 -4.52  -0.267
C: -3.36 0.92 3.43  -0.039
C: -1.43 -1.22 -1.25  -0.061
C: -1.39 -0.17 -7.97  0.018
C: -2.85 2.54 1.68  -0.300
C: 2.72 6.50 1.05  -0.075
C: 6.11 7.75 -2.32  -0.048
C: 0.41 0.81 5.84  -0.343
C: -3.31 -5.43 3.46  -0.051
H: -5.09 -8.32 3.09  0.085
H: 2.55 -8.19 -6.28  0.089
H: 4.84 10.62 -0.95  0.085
H: 3.75 -7.32 -5.29  0.085
H: 6.15 8.21 -3.31  0.088
H: -4.86 -7.34 1.12  0.130
H: -5.22 -7.16 4.44  0.089
H: 7.11 7.44 -2.02  0.094
H: -1.17 -0.18 -1.04  0.096
H: 5.46 6.87 -2.35  0.094
H: 3.70 6.74 1.47  0.062
H: 0.58 5.39 0.22  0.087
H: -3.26 -3.20 -0.68  0.090
H: 1.19 2.85 4.22  0.096
H: 0.55 -0.19 6.27  0.121
H: 2.67 6.83 0.01  0.086
H: 4.44 9.93 -2.54  0.089
H: -2.32 -5.38 3.00  0.093
H: -0.56 -1.72 -1.67  0.093
H: 5.06 9.08 0.62  0.134
H: -1.28 -2.45 1.91  0.129
H: 4.31 4.68 1.97  0.133
H: -0.27 -6.82 -5.45  0.092
H: -5.78 1.42 2.20  0.089
H: 2.82 -8.66 -4.57  0.090
H: 1.17 -2.50 -5.93  -0.044
H: 0.32 -8.46 -5.06  0.088
H: -3.83 -4.48 3.27  0.087
H: -3.21 2.98 0.74  0.131
H: 1.95 7.01 1.63  0.089
H: -3.87 -1.65 -0.04  0.074
H: -1.56 0.98 -8.25  0.069
H: -3.28 -2.90 1.08  0.067
H: 1.41 3.86 -0.22  0.095
H: 0.74 1.99 2.72  0.080
H: 1.13 -1.20 4.38  0.084
H: 0.32 -0.51 2.95  0.051
H: -3.21 -5.59 4.53  0.089
H: 6.10 10.51 -2.21  0.089
H: -0.52 2.47 3.90  0.063
H: 3.05 -5.33 -4.64  0.132
H: 2.03 -0.13 3.28  0.098
H: -3.27 1.67 4.22  0.100
H: -4.13 0.19 3.70  0.088
H: -3.70 -8.06 4.17  0.090
H: -2.26 -1.25 -1.97  0.059
H: -4.91 0.16 1.27  0.073
H: 0.01 -7.28 -3.75  0.096
H: -5.08 1.80 0.60  0.087
H: 0.68 4.04 1.39  0.073
H: -2.40 0.41 3.30  0.086

- Highest occupied orbital energy: -7.92 eV
- M: 610.69 u
- SMILES: C#CPOC#N.CN(C)C=O.CN(C)C=O.CN(C)C=O.CN(C)C=O.CN(C)C=O.CN(C)C=O.CN(C)C=O
- Calculated total energy: -2326.10237 Ha
- Frontier orbital gap: 0.274 Eh

***

A 3-piece molecular cluster, C24H52BN4O6 overall in a non-equilibrium geometry. Source: the OMol25 dataset; level of theory: ωB97M-V/def2-TZVPD.

Each line ends with the Löwdin charge.
Element x y z (Å)
O: 5.61 -0.45 2.68  0.083
O: 5.26 -5.66 3.39  -0.002
O: 6.47 -0.14 0.69  -0.014
O: -7.05 -0.29 0.02  0.165
O: 4.84 2.89 -1.39  -0.195
O: 6.48 -3.94 3.98  0.108
N: -4.40 -0.09 -2.03  0.112
N: -5.88 1.64 -2.20  0.160
N: -5.11 1.21 -0.07  0.114
N: -10.31 2.77 -0.70  0.002
C: 0.38 1.31 -1.66  -0.209
C: 5.52 -4.33 3.38  -0.515
C: -0.66 0.25 -2.01  -0.202
C: -3.28 -0.51 0.11  -0.302
C: 7.96 -0.77 2.57  0.026
C: -9.14 3.44 -1.27  -0.273
C: -6.75 2.76 -1.82  -0.126
C: 5.33 3.37 -0.16  -0.110
C: -3.08 -0.35 -1.40  -0.266
C: -6.73 1.33 2.02  0.030
C: 4.65 -3.40 2.56  0.014
C: -2.03 -0.94 0.88  -0.031
C: -2.09 0.75 -1.81  -0.143
C: 2.91 1.40 -1.17  -0.165
C: -5.13 0.93 -1.41  -0.282
C: 4.06 -6.22 2.84  -0.242
C: 3.42 2.82 -1.46  -0.226
C: 6.60 -0.42 2.00  -0.525
C: -3.86 0.78 0.66  -0.084
C: 4.19 -6.47 1.35  -0.066
C: 7.59 0.05 -0.19  -0.241
C: 1.80 0.93 -2.12  -0.202
C: -8.23 2.43 -1.99  -0.163
C: 8.09 -1.26 -0.76  -0.059
B: -6.34 0.72 0.63  -0.558
H: -0.47 -0.63 -1.39  0.101
H: 8.07 -1.85 2.53  0.094
H: -9.50 4.17 -1.99  0.116
H: 5.12 -3.28 1.59  0.097
H: 7.20 0.68 -0.98  0.117
H: 7.28 -1.79 -1.26  0.082
H: 2.56 1.35 -0.14  0.108
H: -2.31 -1.45 1.80  0.090
H: -5.86 1.38 -3.18  0.181
H: 8.89 -1.08 -1.48  0.084
H: -8.56 3.99 -0.51  0.108
H: -2.06 1.56 -1.07  0.107
H: 0.39 1.48 -0.58  0.109
H: -4.12 0.65 1.71  0.128
H: 3.20 -5.59 3.08  0.109
H: 3.78 0.74 -1.24  0.114
H: -8.44 1.42 -1.62  0.094
H: 1.99 1.37 -3.11  0.111
H: -6.51 3.07 -0.81  0.121
H: 5.40 4.46 -0.13  0.088
H: 8.80 -0.31 2.06  0.072
H: -1.47 -1.66 0.29  0.083
H: -6.52 2.40 2.05  0.079
H: 4.64 -2.43 3.05  0.068
H: 4.32 -5.54 0.80  0.066
H: 3.01 3.54 -0.74  0.118
H: -2.72 -1.29 -1.82  0.158
H: -1.37 -0.10 1.09  0.092
H: -10.04 1.91 -0.24  0.051
H: -10.73 3.35 0.02  0.075
H: -0.51 -0.07 -3.05  0.123
H: 8.38 0.61 0.31  0.113
H: -6.49 3.58 -2.50  0.142
H: -4.05 -1.29 0.23  0.153
H: 7.97 -0.47 3.61  0.097
H: 3.93 -7.16 3.37  0.123
H: -7.96 -0.08 -0.20  0.105
H: 3.29 -6.96 0.98  0.080
H: -6.10 0.89 2.80  0.079
H: -2.43 1.21 -2.74  0.124
H: 3.14 3.14 -2.46  0.119
H: 0.10 2.26 -2.14  0.119
H: 8.48 -1.92 0.02  0.072
H: -8.49 2.42 -3.05  0.122
H: 1.88 -0.15 -2.24  0.110
H: 5.04 -7.12 1.15  0.084
H: 3.63 -3.73 2.43  0.070
H: -3.15 1.60 0.62  0.128
H: 4.72 3.05 0.69  0.092
H: 6.33 2.95 -0.01  0.077
H: -7.77 1.13 2.28  0.075
H: -4.98 -0.93 -2.05  0.161

- Highest occupied orbital energy: -11.11 eV
- M: 503.51 u
- Calculated total energy: -1640.82452 Ha
- Frontier orbital gap: 0.294 Eh
- Net charge: +1

***

Look up the calculated total energy of the fourth one. -1640.82452 Ha